No. 1
DFT (wB97M-V/def2-TZVPD) results for 7 unconnected molecules or ions with the total composition C39H97N7O.

Structure (XYZ):
```
144
Properties=species:S:1:pos:R:3
C 9.97 -17.74 5.18
C 11.31 -17.17 5.59
N 11.64 -15.90 4.91
C 12.82 -15.25 5.45
C 14.09 -16.01 5.03
C 10.54 -14.95 4.78
C 10.04 -14.39 6.11
H 9.93 -18.01 4.12
H 9.19 -16.99 5.31
H 9.70 -18.60 5.79
H 11.40 -17.08 6.68
H 12.08 -17.83 5.19
H 12.85 -14.17 5.27
H 12.84 -15.18 6.56
H 14.05 -16.95 5.59
H 14.24 -16.08 3.96
H 15.04 -15.59 5.38
H 9.69 -15.34 4.21
H 10.85 -14.10 4.16
H 9.81 -15.20 6.82
H 9.15 -13.77 6.01
H 10.82 -13.89 6.69
C 1.81 -16.88 4.18
C 0.33 -17.10 4.50
N 0.06 -17.87 5.69
C 0.45 -19.27 5.54
C -0.16 -20.00 4.33
C 0.62 -17.36 6.93
C -0.24 -17.74 8.16
H 2.42 -17.76 3.98
H 2.33 -16.37 4.99
H 1.86 -16.15 3.36
H -0.17 -16.12 4.56
H -0.13 -17.55 3.62
H 1.54 -19.37 5.43
H 0.20 -19.85 6.43
H -1.16 -19.63 4.12
H 0.45 -19.86 3.44
H -0.25 -21.03 4.65
H 0.82 -16.29 6.84
H 1.63 -17.77 7.07
H 0.20 -18.56 8.73
H -1.16 -18.09 7.69
H -0.45 -16.97 8.90
C 4.89 -19.12 4.31
C 4.47 -19.29 2.82
N 3.46 -20.33 2.58
C 4.01 -21.64 2.86
C 5.19 -22.11 2.00
C 2.95 -20.12 1.20
C 1.86 -21.14 0.89
H 5.16 -18.10 4.54
H 5.76 -19.74 4.54
H 4.08 -19.53 4.91
H 4.11 -18.35 2.41
H 5.44 -19.51 2.36
H 4.27 -21.77 3.92
H 3.23 -22.40 2.77
H 6.13 -21.55 2.08
H 5.47 -23.14 2.19
H 4.83 -22.05 0.97
H 3.77 -20.24 0.48
H 2.57 -19.10 1.15
H 1.51 -20.99 -0.13
H 1.07 -21.05 1.64
H 2.23 -22.16 0.86
C 5.50 -8.95 8.48
C 6.59 -9.50 9.41
N 7.45 -10.46 8.75
C 8.28 -9.87 7.70
C 9.64 -10.51 7.47
C 8.17 -11.31 9.73
C 7.18 -12.16 10.54
H 5.98 -8.46 7.62
H 4.89 -8.16 8.91
H 4.92 -9.80 8.13
H 7.18 -8.65 9.79
H 6.11 -9.82 10.33
H 8.45 -8.79 7.82
H 7.69 -9.98 6.78
H 9.66 -11.59 7.35
H 10.29 -10.19 8.29
H 10.18 -10.12 6.60
H 8.87 -11.99 9.27
H 8.70 -10.60 10.38
H 6.46 -11.64 11.17
H 6.68 -12.90 9.93
H 7.75 -12.75 11.28
C 5.97 -11.36 4.46
C 4.89 -11.06 3.43
N 4.26 -12.27 2.93
C 5.12 -13.29 2.33
C 6.09 -12.75 1.24
C 3.11 -11.94 2.07
C 1.89 -11.70 2.95
H 6.69 -12.12 4.15
H 5.50 -11.69 5.39
H 6.57 -10.49 4.73
H 4.14 -10.49 3.98
H 5.33 -10.42 2.65
H 5.71 -13.79 3.09
H 4.48 -14.00 1.80
H 7.05 -12.53 1.72
H 6.30 -13.48 0.46
H 5.74 -11.84 0.77
H 2.93 -12.68 1.29
H 3.42 -11.05 1.51
H 1.02 -11.30 2.42
H 2.09 -10.97 3.73
H 1.62 -12.66 3.37
C -0.96 -9.32 4.95
C 0.24 -8.48 4.53
N 1.31 -8.57 5.49
C 2.47 -7.73 5.19
C 2.15 -6.28 4.86
C 1.73 -9.84 6.03
C 1.69 -9.84 7.56
H -1.24 -9.17 6.00
H -0.72 -10.38 4.88
H -1.89 -9.21 4.40
H 0.53 -8.84 3.53
H -0.13 -7.45 4.55
H 3.12 -7.70 6.07
H 3.06 -8.13 4.35
H 1.94 -5.79 5.82
H 3.07 -5.77 4.57
H 1.39 -6.06 4.12
H 2.71 -10.21 5.68
H 1.14 -10.67 5.61
H 2.19 -8.93 7.90
H 2.22 -10.70 7.98
H 0.66 -9.62 7.85
C 3.80 -13.62 6.10
N 4.90 -13.81 7.04
C 6.03 -14.51 6.77
C 6.29 -15.25 5.47
O 6.82 -14.73 7.68
H 3.01 -14.32 6.39
H 4.13 -13.79 5.09
H 3.29 -12.66 6.20
H 4.90 -13.41 7.96
H 5.45 -15.29 4.78
H 6.39 -16.32 5.68
H 7.19 -14.94 4.95
```

Results
**Total charge**: 0
**Structure (SMILES)**: CCN(CC)CC.CCN(CC)CC.CCN(CC)CC.CCN(CC)CC.CCN(CC)CC.CCN(CC)CC.CNC(C)=O
**HOMO-LUMO gap**: 8.6 eV


No. 2
DFT (wB97M-V/def2-TZVPD) results for 9 unconnected molecules or ions with the total composition C39H99N3O30P6.

Structure (XYZ):
```
177
Properties=species:S:1:pos:R:3
C 6.86 3.80 -7.65
C 8.13 4.67 -7.90
O 8.43 5.78 -6.90
P 7.28 6.84 -6.58
O 5.87 6.31 -6.61
O 7.63 8.06 -7.63
C 8.79 8.84 -7.44
C 8.50 10.24 -6.86
O 7.90 7.43 -5.17
C 7.77 6.70 -4.02
C 7.77 7.59 -2.72
H 6.85 2.95 -8.33
H 6.76 3.50 -6.61
H 5.92 4.25 -7.99
H 8.91 3.90 -7.89
H 8.04 5.13 -8.88
H 9.59 8.35 -6.89
H 9.28 9.03 -8.40
H 7.60 10.65 -7.32
H 8.31 10.19 -5.78
H 9.26 10.93 -7.23
H 6.80 6.19 -4.06
H 8.56 5.95 -4.01
H 7.26 8.54 -2.86
H 7.26 7.17 -1.85
H 8.79 7.98 -2.67
C 15.35 9.93 -9.00
C 14.37 10.27 -7.89
O 13.12 10.70 -8.39
P 12.62 12.27 -8.31
O 13.37 13.29 -9.06
O 11.11 12.20 -8.83
C 10.51 13.31 -9.38
C 9.04 12.87 -9.83
O 12.41 12.59 -6.75
C 11.75 11.70 -5.83
C 12.84 11.23 -4.87
H 16.18 9.24 -8.82
H 14.77 9.39 -9.75
H 15.75 10.86 -9.39
H 14.15 9.34 -7.37
H 14.86 10.93 -7.16
H 10.49 14.21 -8.78
H 11.12 13.68 -10.20
H 9.17 11.87 -10.22
H 8.36 12.88 -8.97
H 8.81 13.46 -10.72
H 10.86 12.16 -5.41
H 11.33 10.75 -6.16
H 13.10 12.13 -4.30
H 12.63 10.46 -4.13
H 13.66 10.92 -5.51
C 17.37 4.39 -4.79
C 16.82 3.01 -4.62
O 15.39 3.28 -4.62
P 14.61 3.58 -3.24
O 15.36 4.45 -2.34
O 13.14 4.22 -3.61
C 12.49 5.02 -2.69
C 11.04 4.77 -3.12
O 14.27 2.16 -2.63
C 13.77 2.02 -1.33
C 14.84 1.25 -0.51
H 18.35 4.54 -5.26
H 16.72 5.05 -5.37
H 17.40 4.89 -3.83
H 16.93 2.28 -5.41
H 17.18 2.50 -3.72
H 12.58 4.60 -1.69
H 12.82 6.06 -2.74
H 10.77 4.97 -4.16
H 10.67 3.79 -2.83
H 10.61 5.62 -2.59
H 13.64 2.90 -0.70
H 12.88 1.42 -1.17
H 14.34 1.12 0.45
H 15.13 0.31 -0.99
H 15.85 1.67 -0.44
C 2.98 6.13 3.14
C 3.76 5.48 1.98
O 5.15 5.45 2.32
P 6.35 5.88 1.35
O 6.05 5.93 -0.09
O 6.92 7.28 2.03
C 8.12 7.90 1.45
C 7.57 9.26 1.17
O 7.42 4.78 1.71
C 7.96 4.59 3.02
C 8.31 3.10 3.14
H 3.06 5.60 4.09
H 3.28 7.16 3.34
H 1.96 6.09 2.77
H 3.41 4.51 1.65
H 3.72 6.12 1.09
H 8.77 7.90 2.33
H 8.50 7.35 0.59
H 7.21 9.71 2.09
H 8.25 9.99 0.72
H 6.71 9.15 0.50
H 8.87 5.18 2.98
H 7.46 4.99 3.90
H 8.66 2.59 2.24
H 9.21 2.94 3.74
H 7.57 2.40 3.54
C 4.66 6.50 -16.85
C 5.16 5.08 -16.53
O 6.45 4.91 -15.77
P 6.23 4.69 -14.19
O 5.13 5.54 -13.73
O 7.63 5.03 -13.56
C 7.66 5.36 -12.17
C 7.85 6.95 -11.98
O 6.06 3.09 -14.01
C 4.85 2.56 -13.38
C 5.14 2.47 -11.81
H 4.68 7.13 -15.96
H 5.26 6.99 -17.61
H 3.61 6.32 -17.08
H 4.34 4.51 -16.09
H 5.37 4.55 -17.46
H 6.71 5.18 -11.67
H 8.34 4.75 -11.58
H 8.84 7.24 -12.32
H 7.12 7.48 -12.59
H 7.94 7.11 -10.90
H 3.98 3.17 -13.65
H 4.60 1.60 -13.84
H 6.11 2.10 -11.50
H 5.07 3.49 -11.42
H 4.37 1.78 -11.47
C 2.69 9.63 -14.95
C 1.96 9.40 -13.59
O 1.86 10.55 -12.75
P 3.15 11.13 -12.04
O 2.95 11.90 -10.80
O 4.24 9.85 -11.88
C 5.03 9.63 -10.72
C 6.16 10.62 -10.61
O 3.88 11.94 -13.24
C 3.23 13.15 -13.69
C 4.35 14.01 -14.40
H 2.55 8.73 -15.56
H 2.19 10.52 -15.31
H 3.73 9.95 -14.98
H 0.96 9.13 -13.94
H 2.28 8.44 -13.18
H 4.34 9.79 -9.90
H 5.61 8.71 -10.66
H 6.17 11.22 -9.70
H 7.11 10.09 -10.68
H 6.08 11.27 -11.48
H 2.49 13.00 -14.47
H 2.72 13.70 -12.89
H 4.02 14.81 -15.07
H 5.10 14.26 -13.65
H 4.93 13.40 -15.09
C 9.47 1.99 -5.19
N 8.78 1.31 -6.21
O 7.53 1.10 -6.18
O 9.49 0.90 -7.14
H 9.90 1.24 -4.52
H 8.62 2.51 -4.75
H 10.22 2.70 -5.55
C 3.43 3.06 -6.82
N 3.92 1.61 -7.04
O 4.78 1.17 -6.24
O 3.47 1.01 -8.02
H 3.69 3.73 -7.63
H 4.04 3.49 -6.02
H 2.34 3.06 -6.73
C 3.97 13.92 -8.02
N 5.41 13.64 -8.46
O 6.01 12.82 -7.77
O 5.90 14.36 -9.35
H 3.56 12.95 -7.74
H 3.42 14.49 -8.77
H 3.96 14.56 -7.14
```

Results
**Total charge**: +1
**HOMO-LUMO gap (alpha / beta)**: 6.3 / 1.6 eV
**2S+1**: 2


No. 3
DFT (wB97M-V/def2-TZVPD) results for a molecular structure, C3AlLiO6.

Structure (XYZ):
```
11
Properties=species:S:1:pos:R:3
O -1.10 1.14 1.98
C -0.31 0.42 1.32
O 0.69 0.89 0.70
C 0.91 0.74 -1.89
O -0.21 0.52 -2.16
O 2.06 0.95 -1.92
Li 0.16 2.62 1.58
C -0.58 -1.08 1.22
O -1.62 -1.56 1.74
O 0.25 -1.82 0.62
Al -0.94 -3.09 1.05
```

Results
**Total charge**: +1
**HOMO-LUMO gap (alpha / beta)**: 9.1 / 6.9 eV
**2S+1**: 2


No. 4
DFT (wB97M-V/def2-TZVPD) results for 2 unconnected molecules or ions with the total composition C3Br2ClFO.

Structure (XYZ):
```
8
Properties=species:S:1:pos:R:3
O 0.35 -0.23 -1.44
C 1.31 -0.90 -1.17
F 1.71 -1.89 -1.84
Br 2.63 -0.55 0.10
Cl -0.43 2.79 0.43
C -1.04 1.32 0.86
C -1.77 0.45 1.30
Br -2.77 -0.99 1.76
```

Results
**Total charge**: 0
**Structure (SMILES)**: O=C(F)Br.ClC#CBr
**HOMO-LUMO gap**: 9.9 eV


One value per record, in order, for max |F|: 1.92, 5.60, 3.27, 4.41 eV/A.